Below is an isolated ion of composition C7H10N5 and charge +1, with properties calculated with ωB97M-V/def2-TZVPD.

As for the electronic energy: -14863.908 eV. The strongest force on any atom is 3.90 eV/A. The calculation puts the energy above the lowest of the compared OMol25 structures with the same formula, charge and spin at 114.1 kJ/mol. As for the SMILES: c1cn2c(n1)[C@@H]1NC[NH+]=C1NC2. The value obtained for the HOMO energy is -12.49 eV.

Geometry as ORCA input:
```
! RIJCOSX wB97M-V def2-TZVPD def2/J DEFGRID3
* xyz 1 1
H -1.41818 2.21113 0.85558
N 0.31364 1.60651 0.09509
N -1.77606 0.44100 0.05015
C 2.48700 -1.27928 0.06044
H 0.96620 -2.03086 1.10883
H -1.31891 2.36954 -0.91714
H 0.78312 2.42064 0.15504
N -2.04377 -1.73040 0.07570
C -3.12507 0.19016 0.23926
C -3.24844 -1.14250 0.06277
H 3.12123 -1.76379 0.90664
H -3.93853 0.91109 0.29605
H -4.11345 -1.82706 0.28766
H 2.97544 -1.39176 -1.00967
H 0.59862 -0.75053 -1.50236
C 0.95125 0.47032 0.11282
H 2.97546 0.73724 0.46636
N 1.13312 -1.88510 0.13957
N 2.24223 0.15520 0.28765
C -1.12613 1.70889 -0.03315
C -1.16681 -0.83013 -0.19501
C 0.29121 -0.80780 -0.43887
*
```